75
Properties=species:S:1:pos:R:3:forces:R:3:lowdin_charge:R:1 method="wB97M-V/def2-TZVPD" charge=0 gap_ev=8.5
H -0.9981 2.2015 -0.7001 -6.2 -4.7 16.7 -0.05
H -2.7541 2.0905 -2.0371 -0.3 -1.8 -0.1 0.16
S 3.4279 1.9315 2.1549 -1.0 0.0 -3.2 0.58
C -0.6851 2.4035 -1.4501 8.4 1.0 -16.0 -0.10
O -0.5451 -3.5635 3.3619 0.9 2.1 0.0 0.07
C -3.3631 -0.6855 3.7239 1.6 0.6 -3.2 0.02
H 3.8379 -0.6025 -4.6211 1.0 0.5 -0.1 0.10
C -1.2511 1.4855 -3.8051 -4.3 0.0 4.9 0.04
H 0.3859 3.8045 1.8329 1.6 -0.3 0.9 0.15
H 0.2069 1.7465 3.1849 -2.6 -0.5 4.1 0.06
O -6.5001 -0.5875 0.4499 2.8 1.5 0.7 0.10
H -2.3951 -0.2855 3.9749 0.8 0.5 -0.5 0.08
H -0.4231 -3.6195 0.1349 1.4 -0.6 0.8 0.09
H 3.2469 1.2335 -1.3441 -1.5 1.9 2.5 0.04
H 2.1779 -0.5395 -4.9751 -1.3 -0.5 -1.2 0.09
C 0.8739 1.8115 2.4599 4.5 1.7 0.2 -0.18
H 4.4829 0.4855 -1.8931 -2.2 -1.3 -1.0 0.17
H -4.2691 1.1535 3.1519 -0.6 2.5 1.8 0.12
H 2.0479 -4.1465 1.9109 4.0 -1.1 0.5 0.11
H -0.1661 -2.1785 1.8509 2.5 -1.7 1.7 0.17
H -3.1231 -1.6625 -1.3661 1.0 -0.1 -0.3 0.13
H -0.6751 0.6575 -3.6021 0.2 -2.9 0.7 0.04
O -0.3801 3.7535 -1.4711 0.9 2.1 -0.6 0.09
N -2.3351 -1.9795 -1.9741 2.1 -0.2 -0.2 0.23
C -1.8011 2.2725 -2.5021 2.8 -2.7 -0.6 -0.26
C 3.2859 0.3925 -1.9171 1.9 0.2 -3.1 -0.19
H -3.7641 -0.6575 4.6499 -2.1 -0.7 2.8 0.05
C 1.0649 -4.1975 1.7549 -4.9 3.9 -2.5 -0.30
H -2.6611 -0.0855 1.0199 1.2 -0.5 0.4 0.09
H 0.8179 -4.7775 -0.3771 0.5 0.0 -0.2 0.09
C -1.0561 4.3785 -2.4741 0.5 2.6 -0.3 -0.50
H 0.3649 1.3985 1.7109 -2.0 -0.8 -4.0 0.05
C -4.0781 0.2375 2.7499 1.3 -1.5 -1.0 -0.25
H 0.3369 1.6765 -1.6541 -3.0 2.1 0.5 0.20
C 0.4899 -2.9875 2.5439 0.1 4.1 0.4 -0.08
H 1.5959 3.7515 3.1009 1.6 3.2 6.6 0.02
H -3.1521 -1.6595 3.2849 -0.4 -0.2 0.3 0.10
C 2.6049 0.7545 -3.3241 9.5 -6.1 1.9 -0.14
H -2.7081 -2.2005 -2.8921 -0.6 -1.0 0.0 0.11
H 3.2599 -1.2115 -0.6171 -0.5 -1.0 -1.3 0.13
C 2.5549 3.3225 1.3729 0.5 1.5 3.5 -0.17
F -0.6051 -0.3265 -0.1011 -0.4 -0.3 -0.4 -0.61
C 2.6709 -0.9435 -1.5391 1.2 2.1 1.9 -0.24
O -4.4451 0.3845 0.5499 0.2 2.2 -5.4 0.09
H 1.1599 -3.0555 -0.0371 1.5 1.6 -1.0 0.03
O 3.8569 -2.5745 -3.1211 7.1 -4.5 -0.7 -0.25
O 0.3299 -5.2225 2.2779 2.7 -2.5 -2.2 0.14
H -0.5911 1.9895 -4.3041 3.9 4.1 -2.3 0.03
C -3.3921 0.5985 1.3909 0.2 -3.1 2.3 -0.08
O 1.4589 -2.5115 -3.1721 -0.1 0.4 -0.5 -0.35
O -0.9041 5.5215 -2.8871 -0.2 -2.9 1.3 0.14
C 0.6899 -3.9195 0.2709 -2.5 -1.6 0.9 0.00
H 2.0309 0.0915 1.9979 0.0 -2.0 -1.8 0.05
H -1.8021 -2.9245 -1.5151 -1.3 3.9 -1.6 0.23
C 2.1209 0.9105 2.6019 -2.2 0.7 4.1 -0.21
C -0.5161 -4.8375 3.1469 -2.8 -2.9 3.1 -0.69
H -2.9541 1.5395 1.4029 0.2 2.0 -0.3 0.12
H 2.1359 0.5135 3.6979 0.8 0.9 -1.9 0.15
O 4.1989 1.3335 1.1359 1.6 -1.3 -1.5 -0.31
H 1.7089 0.9045 -3.2541 -10.0 1.4 1.2 -0.01
H 3.0179 1.5495 -3.6951 2.5 4.6 -2.3 0.07
C 1.2929 3.2925 2.3339 -3.1 -2.5 -9.0 -0.15
S 2.7389 -1.8295 -3.0731 -7.1 2.2 1.8 0.59
O -5.3451 -0.2725 2.3319 -0.2 -0.6 1.5 0.11
H 1.6399 -0.7915 -1.2261 -0.3 -0.1 -0.1 0.07
H -1.7211 -1.1035 -2.3451 -0.7 -2.3 2.6 0.18
C -5.4931 -0.1495 1.0249 -4.6 -2.7 0.5 -0.61
H 3.2879 4.1825 1.5429 -1.0 -0.9 0.6 0.12
H 1.3969 -2.4395 3.2739 -2.9 -1.4 -2.1 0.19
O -1.1751 -5.6565 3.7289 -0.6 0.4 0.2 0.15
H -2.0741 1.5105 -4.4191 -1.9 -1.3 -1.8 0.06
C 2.8699 -0.4705 -4.1961 -0.2 0.4 1.0 -0.19
H 2.4009 3.5235 0.3539 -0.5 -1.4 -1.7 0.07
O 4.0179 2.3385 3.3449 1.6 1.7 3.0 -0.26
O -1.9901 3.5315 -2.9021 -0.9 4.0 -2.2 0.08